Density functional theory data (ωB97M-V with the def2-TZVPD basis set) for a cluster of 5 separate species, C26H55N4O7P2S in total at a distorted geometry.

The geometry in XYZ format:
```
95
Properties=species:S:1:pos:R:3:forces:R:3
C -0.413706 -0.259148 1.853712 0.444 0.755 0.249
C 0.764249 0.655051 1.361839 -1.288 -1.682 1.209
O 0.341255 1.347427 0.238421 0.755 0.115 0.319
P 1.508708 1.931364 -0.965742 -1.154 1.177 -1.622
C 0.018475 1.796924 -2.199434 -0.109 -0.962 0.238
S 0.263471 1.522457 -3.974465 -0.361 0.405 -0.435
C 0.460054 -0.242372 -4.341215 0.765 -0.313 0.030
C 0.655161 -0.350073 -5.858105 0.502 0.584 0.418
C 2.703132 2.750694 -2.235002 0.982 -0.032 0.819
C 2.553176 4.253682 -2.481441 0.328 -0.157 -1.113
C 1.265850 4.697832 -3.175999 0.274 0.768 0.627
O 2.791827 5.040797 -1.302518 -0.231 -0.086 -0.085
P 3.088527 2.294659 0.632966 1.277 -0.794 1.165
O 3.972473 1.129637 1.020878 0.048 -0.084 0.012
C 2.106415 0.167618 -1.364529 0.150 0.285 0.251
C 3.365734 -0.154585 -1.822255 0.890 0.781 -0.143
C 3.732104 -1.442424 -2.136272 0.761 -0.375 -0.530
C 2.855581 -2.496109 -2.005995 0.390 -0.107 -0.088
C 1.600238 -2.201215 -1.532403 -0.687 -1.262 -0.069
C 1.256156 -0.909308 -1.250296 -1.362 0.478 0.679
H -1.014491 0.317471 2.564009 -0.261 -0.173 -0.234
H -1.047370 -0.553555 1.016695 0.066 -0.138 0.074
H -0.024761 -1.132764 2.393550 -0.067 -0.019 -0.191
H 1.610211 -0.033877 1.247063 0.238 0.494 -0.586
H 0.982698 1.270992 2.251235 0.224 0.376 -0.398
H 1.031788 3.281990 -0.646677 0.138 -0.146 0.348
H -0.614389 0.984542 -1.833219 0.036 0.046 -0.105
H -0.609597 2.684576 -2.083446 0.193 0.076 -0.225
H 1.399751 -0.582368 -3.897707 -0.200 -0.021 0.196
H -0.335591 -0.890774 -3.968587 -0.153 0.284 -0.033
H 1.002339 -1.347969 -6.132839 -0.422 -0.058 -0.048
H -0.231666 -0.037083 -6.401148 0.049 -0.277 -0.120
H 1.483369 0.326006 -6.108852 -0.145 -0.011 -0.125
H 3.716378 2.667700 -1.807064 -0.121 0.063 0.042
H 2.853770 2.195572 -3.164091 -0.622 0.228 -0.161
H 3.375236 4.526578 -3.165578 -0.099 -0.075 0.010
H 0.432383 4.606403 -2.473009 -0.134 -0.300 -0.327
H 1.094609 4.195918 -4.126403 -0.103 -0.209 0.207
H 1.366295 5.775368 -3.381399 -0.030 -0.123 -0.097
H 2.051769 5.651011 -1.232322 0.032 -0.067 0.201
H 3.951453 3.381037 0.310327 -0.522 0.171 -0.095
H 2.498337 2.801365 1.842062 -0.217 0.349 -0.410
H 4.130031 0.602389 -1.952063 -0.098 0.064 0.123
H 4.732162 -1.628272 -2.520618 -0.025 0.056 0.085
H 3.177014 -3.496973 -2.272640 -0.181 -0.032 0.092
H 0.859652 -2.985658 -1.377910 0.223 0.168 -0.104
H 0.244962 -0.715848 -0.901949 0.094 -0.115 0.009
C -4.519143 0.459006 4.031424 0.145 0.030 0.102
O -3.975553 0.239513 2.969303 -0.197 -0.026 -0.257
N -3.914348 0.257459 5.219150 -0.169 0.049 0.055
C -4.556201 0.526960 6.486628 0.277 -0.110 -0.133
C -2.550623 -0.252452 5.188878 -0.317 0.146 0.009
H -5.549682 0.850422 4.111003 0.014 -0.020 0.042
H -3.982806 1.274799 7.039192 -0.088 -0.016 0.106
H -4.607071 -0.390657 7.077365 -0.052 0.075 0.108
H -5.566153 0.902148 6.327654 0.006 -0.001 -0.059
H -1.924374 0.445227 4.630432 0.038 -0.110 -0.030
H -2.541549 -1.214332 4.673776 0.154 0.038 -0.004
H -2.152569 -0.374971 6.192370 -0.203 0.021 -0.082
C -0.954177 -3.974979 0.966907 -0.092 0.166 -0.135
O -0.295236 -4.320390 0.005889 -0.030 -0.225 0.149
N -0.576007 -4.121123 2.252568 -0.153 -0.014 0.109
C -1.407723 -3.680641 3.353830 0.281 -0.122 -0.042
C 0.708725 -4.736297 2.533957 -0.035 0.076 -0.244
H -1.940714 -3.493848 0.858159 0.008 0.015 0.049
H -0.873603 -2.931668 3.943144 -0.117 0.016 0.078
H -1.653206 -4.531934 3.994255 -0.061 0.076 0.081
H -2.330055 -3.240760 2.979395 0.031 0.034 -0.059
H 1.504806 -4.153657 2.068066 0.060 -0.064 0.024
H 0.733034 -5.744790 2.117620 0.096 -0.002 0.026
H 0.870048 -4.781104 3.608819 -0.067 0.037 0.009
C 0.556739 -0.531492 6.157858 -0.048 0.048 -0.152
O -0.289722 -1.020593 6.890934 0.406 -0.130 0.283
N 1.875830 -0.513272 6.402321 0.013 0.057 -0.084
C 2.821672 0.087381 5.475216 0.030 -0.113 0.184
C 2.368362 -1.113003 7.629280 -0.242 -0.004 -0.052
H 0.290233 -0.051515 5.201688 0.035 0.005 -0.015
H 3.535935 -0.665973 5.139648 0.033 0.098 -0.095
H 3.360434 0.895415 5.973541 0.046 0.020 -0.100
H 2.302503 0.490560 4.608197 -0.006 -0.032 -0.014
H 2.092016 -2.167820 7.660450 0.040 -0.004 0.094
H 1.917572 -0.615401 8.489158 0.044 -0.070 0.059
H 3.450236 -1.017964 7.678831 -0.008 0.033 -0.070
C -3.262762 -1.184019 -7.089826 -0.002 -0.049 0.077
O -2.129978 -1.373803 -6.701694 -0.110 -0.088 -0.087
N -3.735629 0.009312 -7.506428 -0.186 -0.016 -0.094
C -5.098633 0.184610 -7.958886 0.270 0.168 0.052
C -2.835796 1.153370 -7.494358 0.089 -0.205 0.151
H -4.016867 -1.990653 -7.130350 -0.036 0.039 -0.023
H -5.102217 0.538916 -8.992771 -0.141 0.000 0.001
H -5.605440 0.918747 -7.328256 -0.117 -0.019 -0.073
H -5.639384 -0.758670 -7.906979 0.043 -0.021 0.021
H -1.975088 0.950439 -8.133276 0.034 0.082 0.032
H -2.474256 1.329021 -6.479557 0.081 0.069 -0.046
H -3.356808 2.037791 -7.854087 -0.061 -0.044 -0.009
```
Forces are in eV/Å.

Gap between HOMO and LUMO = 6.0 eV
HOMO energy = -3.8 eV
Charge = -1
Strongest force on any atom = 2.4 eV/Å
Lowest unoccupied orbital energy = 0.08298 Ha